1.
Molecular formula: C6H15F2N2O6S2Sn
Method: DFT, the ωB97M-V functional and the def2-TZVPD basis

Positions of all 34 atoms, in Å:
Sn  2.52729  -1.25233  0.78433
N  1.00470  -1.24470  -1.71806
S  0.24234  -1.87555  -2.88408
O  0.92040  -2.02797  -4.14892
O  -1.17463  -1.65124  -3.05061
F  0.19727  -3.41814  -2.39572
S  0.53114  0.31573  -2.20372
O  -0.71062  0.78442  -1.63060
O  0.84977  0.73104  -3.55965
F  1.62885  1.00023  -1.29206
C  0.31857  4.19408  -0.36175
O  0.74368  3.03971  0.35291
C  -0.12419  2.60191  1.37672
C  0.66822  1.41892  1.97302
N  0.37282  0.16167  1.22667
C  -0.98255  -0.44888  1.43644
C  -1.14084  -1.68067  0.56184
O  -0.04769  -2.47455  1.03451
C  -0.25570  -3.88543  0.97581
H  1.12855  4.58754  -0.96929
H  0.10011  4.86579  0.47550
H  -0.59177  4.08181  -0.95343
H  -1.11544  2.35548  0.99022
H  -0.22444  3.34686  2.17220
H  0.40364  1.10486  2.98353
H  1.71832  1.63078  1.78985
H  0.04878  0.50053  0.31505
H  -1.71592  0.32444  1.19298
H  -1.24969  -0.75671  2.45046
H  -1.02288  -1.37066  -0.47704
H  -2.10353  -2.16937  0.69658
H  0.65535  -4.48234  0.92527
H  -0.81354  -4.08948  0.06166
H  -0.78638  -4.21778  1.86940

Summary:
LUMO energy: -6.98 eV
relative energy (zero: lowest compared OMol25 entry of this formula, charge and spin): 41.2 kcal/mol
multiplicity: 1
electronic energy: -2008.5263 hartree
charge: +1
M: 432.03 g mol⁻¹
orbital gap: 6.10 eV


2.
Molecular formula: C8H11N5O3
Method: DFT, the ωB97M-V functional and the def2-TZVPD basis

Positions of all 27 atoms, in Å:
N  -0.24744  3.21674  1.23138
C  -0.10562  2.33589  0.22292
N  0.35422  1.03483  0.39227
C  0.46462  0.46979  -0.68959
N  0.74892  -0.72283  -0.75708
C  0.91790  -0.96048  -2.18122
N  0.60819  0.09849  -2.87567
C  0.10636  0.92093  -2.10137
C  -0.32581  2.26506  -2.23980
N  -0.41009  2.97894  -1.02210
O  -0.46431  2.73813  -3.52531
H  -0.44930  2.16773  -4.20213
H  1.02075  -1.94310  -2.48233
C  1.33653  -1.73518  0.16521
O  0.12781  -2.57400  0.50708
C  -0.86361  -1.90599  0.94951
H  -1.32199  -1.16968  0.38070
H  -1.60536  -2.76922  0.99059
C  -0.92477  -1.53241  2.31726
O  -0.34050  -2.30080  3.27033
H  0.12840  -2.83612  2.84921
H  -1.70396  -0.97539  2.52974
H  -0.13105  -0.56567  2.24062
H  1.72703  -0.98378  1.01643
H  1.93946  -2.44006  -0.24950
H  -0.54649  4.12728  1.03890
H  -0.03991  3.06088  2.22395

Summary:
LUMO energy: 0.54 eV
relative energy (zero: lowest compared OMol25 entry of this formula, charge and spin): 102.0 kcal/mol
multiplicity: 1
electronic energy: -810.7260 hartree
M: 225.21 g mol⁻¹
orbital gap: 8.23 eV


3.
Molecular formula: C3H3NO2
Method: DFT, the ωB97M-V functional and the def2-TZVPD basis

Positions of all 9 atoms, in Å:
O  2.08918  0.02426  0.15790
C  0.75072  -0.25282  0.17607
N  0.41979  -1.50339  0.23454
O  -1.34840  -1.25785  0.06779
C  -1.46391  0.04778  0.02033
C  -0.28514  0.71396  0.10300
H  2.39476  -0.11287  -0.75225
H  -2.42873  0.56743  -0.09458
H  -0.12826  1.77349  0.08719

Summary:
LUMO energy: -0.06 eV
relative energy (zero: lowest compared OMol25 entry of this formula, charge and spin): 81.3 kcal/mol
multiplicity: 1
electronic energy: -321.2481 hartree
M: 85.06 g mol⁻¹
orbital gap: 9.58 eV


4.
Molecular formula: C4H4O4
Method: DFT, the ωB97M-V functional and the def2-TZVPD basis

Positions of all 12 atoms, in Å:
C  0.99454  0.36462  1.51318
C  -0.34209  0.57147  0.97948
C  -0.98197  0.27577  -0.21203
C  -0.90623  -0.56421  -1.45795
H  1.60491  -0.23711  0.04250
H  -0.92870  1.31166  1.66648
H  -1.95248  0.49481  0.03273
H  0.53968  -1.16947  -2.37098
O  2.00952  -0.23559  0.92346
O  1.17507  0.72256  2.65402
O  0.28332  -1.29312  -1.15966
O  -1.49556  -0.24140  -2.61123

Summary:
LUMO energy: -1.63 eV
relative energy (zero: lowest compared OMol25 entry of this formula, charge and spin): 106.0 kcal/mol
multiplicity: 1
electronic energy: -455.6441 hartree
M: 116.07 g mol⁻¹
orbital gap: 9.15 eV


5.
Molecular formula: C6H18O3
Method: DFT, the ωB97M-V functional and the def2-TZVPD basis

Positions of all 27 atoms, in Å:
C  -0.70804  -0.92252  -1.20038
C  -0.15528  -0.16639  -0.01604
O  0.14352  -1.15354  0.99704
H  -1.47550  -1.63072  -0.89615
H  0.09171  -1.41125  -1.75554
H  -1.18951  -0.24420  -1.91085
H  -0.90606  0.50425  0.40757
H  0.76683  0.35363  -0.28116
H  0.64020  -0.73947  1.70768
C  4.48500  -1.03400  0.68073
C  4.37016  0.20102  -0.20052
O  5.45948  1.10077  -0.04190
H  5.32174  -1.64374  0.34782
H  3.54232  -1.57857  0.67946
H  4.70453  -0.70441  1.69967
H  3.39442  0.69369  -0.07757
H  4.38953  -0.03885  -1.26704
H  5.47551  1.42733  0.86240
C  -4.03820  0.54090  -0.83043
C  -4.05478  1.18217  0.54161
O  -4.79178  0.35956  1.47029
H  -5.00888  0.62620  -1.32464
H  -3.77230  -0.51332  -0.75489
H  -3.33479  0.98173  -1.54364
H  -4.55647  2.15162  0.48848
H  -3.07179  1.27038  0.99142
H  -5.72158  0.38774  1.22656

Summary:
LUMO energy: 0.75 eV
relative energy (zero: lowest compared OMol25 entry of this formula, charge and spin): 22.6 kcal/mol
multiplicity: 1
electronic energy: -465.0739 hartree
M: 138.21 g mol⁻¹
orbital gap: 11.16 eV


6.
Molecular formula: C4H5N3
Method: DFT, the ωB97M-V functional and the def2-TZVPD basis

Positions of all 12 atoms, in Å:
C  -1.21991  -0.12626  0.62331
C  -0.58549  0.66313  -0.43996
C  0.74995  1.25356  -0.18005
C  0.70889  -1.40660  -0.24065
H  -0.73836  -0.11224  1.60138
H  -2.28298  -0.19570  0.65646
H  -1.20904  1.12706  -1.17211
H  0.87939  2.33428  -0.23825
H  0.70875  -2.49770  -0.42359
N  1.80052  0.59870  0.17715
N  1.76702  -0.80897  0.13221
N  -0.57874  -0.82927  -0.49589

Summary:
LUMO energy: 0.35 eV
relative energy (zero: lowest compared OMol25 entry of this formula, charge and spin): 82.4 kcal/mol
multiplicity: 1
electronic energy: -319.5809 hartree
M: 95.11 g mol⁻¹
orbital gap: 9.52 eV


7.
Molecular formula: C24H27NO3
Method: DFT, the ωB97M-V functional and the def2-TZVPD basis

Positions of all 55 atoms, in Å:
C  -5.18063  -1.45434  -3.00850
C  -4.12612  -0.59492  -2.38809
O  -2.97773  -1.46162  -2.27602
C  -2.01962  -0.84479  -1.57661
C  -0.72703  -1.57583  -1.58760
C  -0.75887  -3.03324  -1.48374
C  0.33009  -0.83785  -2.24078
C  1.71948  -1.44389  -2.24055
O  0.11332  0.27211  -2.75987
O  -2.27418  0.20926  -0.98715
H  -6.05570  -0.86417  -3.27666
H  -4.80541  -1.94791  -3.90906
H  -5.50841  -2.21079  -2.28800
H  -3.86818  0.27470  -3.00966
H  -4.43536  -0.25189  -1.39418
H  -1.75201  -3.34944  -1.14693
H  -0.59363  -3.49220  -2.47246
H  -0.01619  -3.41456  -0.76917
H  1.69002  -2.53947  -2.30335
H  2.26158  -1.05240  -3.10849
H  2.26652  -1.14433  -1.33075
C  3.91819  0.49125  2.83430
C  3.03173  1.06355  1.80662
N  3.25342  2.29168  1.26112
C  4.33729  3.18653  1.62633
C  2.23598  2.61398  0.35894
C  1.30890  1.54761  0.38180
C  0.14657  1.64928  -0.35641
C  -0.06825  2.79211  -1.12836
C  0.90943  3.78981  -1.23565
C  2.08448  3.71825  -0.46752
C  1.83321  0.50812  1.25666
C  1.25751  -0.77840  1.39625
C  -0.10203  -1.02973  1.77911
C  -1.01714  0.02370  2.04061
C  -2.29301  -0.22459  2.51798
C  -2.65900  -1.51674  2.90396
C  -1.80339  -2.59284  2.63129
C  -0.57458  -2.35896  2.02507
H  3.42674  -0.40124  3.24628
H  4.87834  0.18765  2.38358
H  4.13854  1.19354  3.65729
H  4.19125  4.10942  1.06551
H  4.32031  3.40953  2.70013
H  5.31528  2.75539  1.38243
H  -0.57320  0.84068  -0.31173
H  -0.99846  2.87409  -1.68358
H  0.74878  4.60485  -1.94135
H  2.86135  4.47820  -0.51608
H  1.92653  -1.64663  1.35193
H  -0.69526  1.05016  1.88747
H  -2.99172  0.60569  2.61165
H  -3.60686  -1.67731  3.42025
H  -2.10285  -3.60845  2.91153
H  0.08000  -3.19255  1.76021

Summary:
LUMO energy: -2.10 eV
relative energy (zero: lowest compared OMol25 entry of this formula, charge and spin): 58.3 kcal/mol
multiplicity: 1
electronic energy: -1211.0920 hartree
M: 377.48 g mol⁻¹
orbital gap: 3.72 eV


Repeat the sixth record exactly.
Molecular formula: C4H5N3
Method: DFT, the ωB97M-V functional and the def2-TZVPD basis

Positions of all 12 atoms, in Å:
C  -1.21991  -0.12626  0.62331
C  -0.58549  0.66313  -0.43996
C  0.74995  1.25356  -0.18005
C  0.70889  -1.40660  -0.24065
H  -0.73836  -0.11224  1.60138
H  -2.28298  -0.19570  0.65646
H  -1.20904  1.12706  -1.17211
H  0.87939  2.33428  -0.23825
H  0.70875  -2.49770  -0.42359
N  1.80052  0.59870  0.17715
N  1.76702  -0.80897  0.13221
N  -0.57874  -0.82927  -0.49589

Summary:
LUMO energy: 0.35 eV
relative energy (zero: lowest compared OMol25 entry of this formula, charge and spin): 82.4 kcal/mol
multiplicity: 1
electronic energy: -319.5809 hartree
M: 95.11 g mol⁻¹
orbital gap: 9.52 eV